DFT (the ωB97M-V functional and the def2-TZVPD basis) results for an isolated molecule of C5H6O.

ORCA input file:
```
! wB97M-V def2-TZVPD RIJCOSX def2/J DEFGRID3
* xyz 0 1
C 1.03 0.68 1.13
C -0.41 0.75 0.67
O -1.31 1.07 1.41
C -0.69 0.39 -0.79
C -0.49 -1.04 -1.04
C -0.34 -2.22 -1.22
H 1.11 1.07 2.14
H 1.68 1.26 0.45
H 1.38 -0.36 1.10
H -0.02 0.98 -1.44
H -1.72 0.67 -1.01
H -0.22 -3.27 -1.39
*
```

Values from the calculation:
Orbital gap, eV: 10.556
Strongest force on any atom, eV/A: 0.5

Here are the natural (NBO) charges for atoms 1 to 2, given in e: -0.73 0.62

DFT (the ωB97M-V functional and the def2-TZVPD basis) results for a structure of composition C18H24Cl3N2OPtSi2.

ORCA input file:
```
! wB97M-V def2-TZVPD RIJCOSX def2/J DEFGRID3
* xyz 1 1
Pt 0.63 0.59 1.17
Cl -0.07 -1.10 -5.45
C 0.26 -0.94 -3.75
C 0.04 0.24 -3.17
C 0.35 0.63 -1.75
Cl -0.70 2.05 -1.38
C 0.94 -1.60 -0.67
O 1.56 -1.87 0.31
C 0.96 -2.48 -1.87
Cl 1.50 -4.07 -1.47
C 0.71 -2.18 -3.15
H -0.32 1.05 -3.78
H 0.87 -2.98 -3.87
C 0.69 0.00 3.93
Si -1.09 0.42 3.47
C -1.21 2.29 3.49
C -2.41 -0.36 4.50
N -1.08 -0.04 1.79
C -1.83 -0.71 0.86
C -3.10 -1.24 1.14
C -3.85 -1.80 0.13
C -3.36 -1.88 -1.17
C -2.10 -1.40 -1.46
C -1.33 -0.83 -0.45
N 0.08 -0.35 -0.63
Si 2.18 1.27 -1.72
C 3.38 -0.09 -2.13
C 2.46 1.85 0.05
C 2.32 2.68 -2.92
H 0.98 0.50 4.86
H 1.46 0.33 3.19
H 0.83 -1.08 4.03
H -1.07 2.72 4.49
H -2.17 2.63 3.10
H -0.44 2.74 2.85
H -2.27 -0.04 5.54
H -2.38 -1.45 4.48
H -3.41 -0.03 4.19
H -3.49 -1.18 2.14
H -4.84 -2.18 0.36
H -3.96 -2.32 -1.96
H -1.73 -1.48 -2.46
H 3.48 -0.86 -1.37
H 4.37 0.38 -2.24
H 3.15 -0.56 -3.08
H 2.43 1.05 0.86
H 1.95 2.77 0.32
H 3.53 2.02 0.19
H 2.25 2.31 -3.95
H 3.30 3.14 -2.81
H 1.57 3.44 -2.77
*
```

Values from the calculation:
Orbital gap, eV: 6.309
Strongest force on any atom, eV/A: 0.5

Here are the natural (NBO) charges for atoms 1 to 2, given in e: 0.91 0.06